Entry 1:
21
Properties=species:S:1:pos:R:3:nbo_charge:R:1 method="wB97M-V/def2-TZVPD" e_tot_ha=-324.8365 orbital_gap_ev=11.35 total_charge=+1
C 2.191 -0.238 1.806 -0.435
C 0.696 -0.658 -0.116 0.689
N 1.794 -0.163 0.420 -0.531
N -0.122 -1.488 0.544 -0.776
N 0.476 -0.472 -1.418 -0.759
H 2.440 0.278 -0.216 0.421
H -0.154 -1.513 1.559 0.422
H -1.107 -1.326 0.334 0.420
H 1.004 0.198 -1.950 0.427
H -0.072 -1.194 -1.856 0.432
H 1.316 -0.055 2.440 0.212
H 2.886 0.567 2.029 0.248
H 2.600 -1.186 2.153 0.230
C -2.955 1.171 -0.946 -0.639
C -1.634 1.505 -0.284 -0.634
H -3.705 1.874 -0.575 0.228
H -3.041 1.349 -2.017 0.227
H -3.391 0.198 -0.709 0.206
H -1.261 0.958 0.573 0.182
H -1.638 2.572 -0.055 0.233
H -0.826 1.627 -1.012 0.198

---

Entry 2:
21
Properties=species:S:1:pos:R:3:nbo_charge:R:1 method="wB97M-V/def2-TZVPD" e_tot_ha=-324.7817 orbital_gap_ev=11.21 total_charge=+1
C -1.720 0.338 0.734 -0.456
C 0.301 0.056 1.952 0.673
N -1.048 0.048 1.941 -0.558
N 0.949 0.476 3.030 -0.765
N 1.077 -0.143 0.929 -0.795
H -1.677 0.369 2.606 0.433
H 0.571 1.279 3.526 0.418
H 1.990 0.361 3.187 0.435
H 0.808 -0.723 0.032 0.460
H 1.946 0.578 0.773 0.461
H -1.941 1.474 0.469 0.222
H -2.707 -0.152 0.956 0.232
H -1.397 -0.111 -0.238 0.230
C 0.554 -1.199 -2.542 -0.664
C 0.126 0.269 -2.408 -0.615
H 1.633 -1.282 -2.614 0.218
H 0.192 -1.986 -1.855 0.205
H 0.299 -1.703 -3.418 0.243
H 0.130 0.840 -3.388 0.247
H 0.772 0.926 -1.672 0.183
H -0.857 0.285 -2.001 0.192

---

Entry 3:
21
Properties=species:S:1:pos:R:3:nbo_charge:R:1 method="wB97M-V/def2-TZVPD" e_tot_ha=-324.8079 orbital_gap_ev=9.61 total_charge=+1
C 0.749 2.271 2.379 -0.661
C -1.756 -0.312 1.079 -0.415
C -0.103 -1.910 -3.244 -0.423
C 0.194 1.244 1.364 0.563
N 1.075 0.784 0.433 -0.749
N -0.969 0.840 1.638 -0.492
N 0.780 -1.722 -2.089 -0.891
H 1.706 2.566 2.067 0.241
H 0.945 1.698 3.316 0.260
H -0.103 2.961 2.657 0.256
H -2.210 -0.106 0.120 0.231
H -0.998 -1.013 0.837 0.227
H -2.533 -0.503 1.760 0.239
H 0.300 -1.327 -4.130 0.204
H 0.046 -2.974 -3.684 0.200
H -1.128 -1.738 -3.068 0.191
H 1.882 1.381 0.355 0.418
H 0.819 0.238 -0.362 0.437
H -1.412 1.295 2.488 0.430
H 1.474 -1.102 -2.291 0.352
H 1.242 -2.569 -1.626 0.382

---

Entry 4:
21
Properties=species:S:1:pos:R:3:nbo_charge:R:1 method="wB97M-V/def2-TZVPD" e_tot_ha=-324.8313 orbital_gap_ev=11.98 total_charge=+1
C 1.966 -0.882 0.527 -0.454
C -0.320 -1.074 1.335 0.685
N 0.558 -1.175 0.348 -0.534
N 0.072 -1.134 2.611 -0.736
N -1.601 -0.677 1.128 -0.785
H 0.314 -0.919 -0.560 0.425
H 0.950 -1.597 2.784 0.418
H -0.614 -1.085 3.344 0.434
H -1.854 -0.225 0.264 0.421
H -2.291 -1.291 1.537 0.421
H 2.568 -1.507 -0.138 0.240
H 2.365 -1.199 1.487 0.213
H 2.370 0.106 0.301 0.240
C -1.301 1.569 -2.019 -0.602
C 0.199 1.628 -1.799 -0.614
H -1.803 0.838 -1.364 0.153
H -1.938 2.391 -1.697 0.236
H -1.499 1.264 -3.045 0.226
H 0.769 0.704 -1.692 0.170
H 0.306 2.111 -0.820 0.205
H 0.782 2.153 -2.533 0.237